The following is a quantum chemistry calculation of a structure of composition C26H32CdNO6 in a non-equilibrium geometry, from the Open Molecules 2025 dataset.

Output
M = 566.955 g/mol
Kohn-Sham gap = 5.59 eV
spin multiplicity = 1
highest occupied orbital energy = -3.86 eV
total charge = -1

Atoms and positions in Å:
O1 -5.38057 -2.24935 -0.34474
C1 -6.00816 -2.64047 0.91829
C2 -7.14325 -3.40758 0.23272
H1 -6.32990 -1.75621 1.47740
H2 -5.34351 -3.26981 1.52071
C3 -6.43142 -2.97001 -1.06751
H3 -8.12511 -2.95499 0.38688
H4 -7.12699 -4.48346 0.42609
C4 -7.24464 -2.01681 -1.92403
H5 -7.62645 -1.18431 -1.33114
H6 -8.08386 -2.54338 -2.39170
H7 -6.61161 -1.60445 -2.71244
C5 -5.86541 -4.12236 -1.87875
H8 -5.25426 -4.78189 -1.26085
H9 -5.24746 -3.73321 -2.68928
H10 -6.67455 -4.71290 -2.32051
Cd1 0.97288 1.09103 0.55834
C6 3.79976 -0.87773 -0.43008
C7 3.57387 -0.28564 0.82791
C8 2.32147 -0.78736 1.34573
H11 4.26099 0.36932 1.35456
C9 1.82508 -1.74612 0.38400
C10 2.73192 -1.78310 -0.69995
H12 2.65206 -2.42357 -1.57204
H13 4.66954 -0.69802 -1.06396
H14 1.96203 -0.67030 2.36888
H15 0.94293 -2.36947 0.50851
C11 2.65347 2.27234 -1.97760
C12 2.25154 1.09815 -2.67563
C13 0.86371 0.90704 -2.47762
H16 2.90528 0.47724 -3.28205
C14 0.38046 1.96632 -1.63299
C15 1.51325 2.80676 -1.31713
H17 1.47070 3.73578 -0.75503
H18 3.64731 2.70083 -1.98819
H19 0.25135 0.12954 -2.92677
H20 -0.66666 2.22097 -1.45311
O2 -0.94218 -0.20222 0.68591
C16 -1.52240 -0.93517 -0.43981
C17 -2.61989 -1.77307 0.16249
H21 -0.72331 -1.51361 -0.92019
H22 -1.90768 -0.20234 -1.16051
C18 -3.06734 -1.00258 1.42662
H23 -2.21386 -2.74356 0.47764
H24 -3.44930 -1.94346 -0.52338
C19 -1.82158 -0.24960 1.86216
H25 -3.42315 -1.68012 2.21162
H26 -3.88374 -0.30892 1.17260
H27 -1.27674 -0.78470 2.65295
H28 -2.01001 0.78127 2.19362
O3 2.88316 2.45772 3.67024
C20 2.93409 2.72798 2.46841
O4 1.96172 2.71108 1.59819
C21 4.27242 3.12833 1.87787
C22 4.38979 3.93679 0.72806
C23 5.62356 4.17084 0.13343
C24 6.78598 3.59954 0.69344
C25 6.69306 2.81580 1.85952
C26 5.44909 2.58674 2.43112
N1 8.04075 3.71452 0.02046
O5 8.11244 4.39321 -1.03109
O6 9.03425 3.12067 0.50281
H29 3.50361 4.38397 0.28484
H30 5.72402 4.76956 -0.76951
H31 7.59663 2.36877 2.26980
H32 5.37082 1.96976 3.32380

***

The following is a quantum chemistry calculation of a structure of composition C26H32Cl2F3N2O16P2S in a non-equilibrium geometry, from the Open Molecules 2025 dataset.

Output
M = 850.455 g/mol
Kohn-Sham gap = 6.61 eV
energy above the lowest of the compared OMol25 structures with the same formula, charge and spin = 164.7 kcal per mole
spin multiplicity = 1
highest occupied orbital energy = -11.19 eV
total charge = +1

Atoms and positions in Å:
C1 6.45410 -2.29812 -0.42642
C2 4.88973 -2.60679 -0.45308
O1 4.52363 -3.80028 -0.28092
O2 3.85647 -1.66549 -0.70102
C3 4.10036 -0.38528 -0.05737
C4 2.68587 0.38551 0.14907
C5 2.26031 0.14641 1.70879
C6 0.71754 0.32550 2.01213
C7 -0.14040 -1.04590 2.24267
P1 0.17471 -1.40552 4.10172
N1 1.94903 -1.59136 4.36392
O3 -0.62528 -2.88310 4.57166
C8 -1.66988 -0.44204 2.34334
C9 -2.64326 -1.70644 2.10549
N2 -2.57334 -1.97205 0.62016
Cl1 -3.17877 -3.61318 0.29634
C10 -3.59907 -1.08323 -0.03452
C11 -5.11717 -1.65949 0.14189
O4 -5.86347 -1.36572 1.09481
C12 -1.18891 -1.93448 0.04080
Cl2 -0.81129 -0.36292 -0.90825
P2 -1.23733 -3.18870 -1.41079
O5 -2.22076 -2.65853 -2.69514
O6 0.37153 -3.14318 -2.06390
C13 0.00826 -2.16705 1.13353
S1 0.30567 -3.92594 1.58265
O7 -0.87908 -4.63984 2.22164
O8 0.58514 -4.82058 0.37351
C14 1.92785 -4.25650 2.51780
F1 1.72887 -4.47861 3.90049
F2 2.49900 -5.50409 2.10870
F3 2.93722 -3.33269 2.20844
H1 6.66206 -1.20260 -0.69253
H2 6.85734 -2.58936 0.60830
H3 6.96625 -2.98027 -1.19171
H4 4.81829 0.27013 -0.69248
H5 4.62525 -0.55410 0.95886
H6 1.92804 -0.03126 -0.58917
H7 2.88839 1.50155 0.05699
H8 2.82368 0.97928 2.28150
H9 2.74890 -0.82780 2.02537
H10 0.24606 1.02821 1.25114
H11 0.63481 0.89589 3.01853
H12 2.25562 -0.60576 4.47893
H13 2.04241 -2.06030 5.28369
H14 -0.60029 -2.81395 5.56116
H15 -1.86703 0.02133 3.37842
H16 -1.83894 0.40520 1.59258
H17 -3.68171 -1.36988 2.46405
H18 -2.38226 -2.62762 2.72369
H19 -3.60939 -0.00942 0.37771
H20 -3.49853 -0.98248 -1.16822
H21 -5.53344 -2.32384 -0.68524
H22 -1.98589 -1.76277 -3.03149
H23 0.28349 -2.60599 -2.89511
H24 0.94341 -1.88570 0.50022
C15 -6.73184 0.87771 -3.75458
C16 -7.10686 1.95261 -4.45337
C17 -7.72512 3.13549 -3.78727
O9 -8.03720 4.10507 -4.45267
C18 -7.93708 3.07466 -2.33710
C19 -7.56516 1.99863 -1.64070
C20 -6.92236 0.82861 -2.30338
O10 -6.57818 -0.13177 -1.62907
O11 -7.75792 1.92653 -0.29440
O12 -6.93913 2.01214 -5.79925
H25 -6.28044 0.01419 -4.22493
H26 -8.40244 3.93121 -1.86817
H27 -7.40644 1.05500 -0.02659
H28 -7.28605 2.88643 -6.06642
C21 3.87030 4.19778 -1.65974
C22 3.85205 5.51830 -1.46244
C23 5.04197 6.24058 -0.92689
O13 4.99536 7.44758 -0.77755
C24 6.23263 5.45153 -0.59419
C25 6.24892 4.13112 -0.78849
C26 5.06866 3.41374 -1.34948
O14 5.12522 2.20701 -1.53091
O15 7.34577 3.38569 -0.48205
O16 2.74754 6.25850 -1.74294
H29 3.01489 3.66221 -2.04972
H30 7.08285 5.98437 -0.19003
H31 7.10902 2.46726 -0.71396
H32 2.98725 7.17909 -1.51699

***

The following is a quantum chemistry calculation of a structure of composition C26H32Cl2FeN4SbSe4 in a non-equilibrium geometry, from the Open Molecules 2025 dataset.

Output
M = 964.921 g/mol
Kohn-Sham gap (alpha / beta) = 4.96 / 4.93 eV
energy above the lowest of the compared OMol25 structures with the same formula, charge and spin = 0.0 kcal per mole
spin multiplicity = 5
highest occupied orbital energy (alpha / beta) = -2.84 / -4.30 eV
total charge = -1

Atoms and positions in Å:
Fe1 -1.85154 -0.92385 0.03746
C1 4.99871 0.26540 -1.07915
C2 4.54305 -0.51310 0.16496
C3 5.28192 -1.85381 0.18397
C4 4.93011 0.27186 1.42772
C5 3.02869 -0.68354 0.13457
C6 2.40730 -1.95462 0.20230
C7 1.03389 -2.02694 0.17354
N1 0.21680 -0.97848 0.07843
C8 0.79261 0.28025 0.02539
C9 2.20341 0.40576 0.05160
C10 -0.11040 1.36432 -0.07525
C11 0.27157 2.72949 -0.01545
C12 -0.64644 3.74086 -0.09228
C13 -2.00061 3.36259 -0.28481
C14 -2.32330 2.02866 -0.34036
N2 -1.44397 1.03256 -0.21699
C15 -0.28109 5.21173 0.03600
C16 -0.98034 5.78698 1.27540
C17 1.22676 5.42388 0.19023
C18 -0.74473 5.96461 -1.21869
H1 6.08998 0.31674 -1.10793
H2 4.60576 1.28217 -1.07327
H3 4.65084 -0.23113 -1.98634
H4 6.35760 -1.66697 0.17745
H5 5.03572 -2.45045 -0.69590
H6 5.04400 -2.43111 1.07843
H7 6.01434 0.40271 1.47730
H8 4.60153 -0.26091 2.32185
H9 4.46175 1.25645 1.43088
H10 2.97569 -2.86890 0.26787
H11 0.56411 -2.99922 0.22479
H12 2.62334 1.40171 -0.00434
H13 1.32123 2.94227 0.12183
H14 -2.79124 4.09379 -0.37801
H15 -3.35378 1.72798 -0.48772
H16 -0.65978 5.25622 2.17376
H17 -2.06433 5.69620 1.19962
H18 -0.73391 6.84517 1.39628
H19 1.59758 4.97363 1.11278
H20 1.44551 6.49299 0.22781
H21 1.77071 4.99788 -0.65464
H22 -1.82310 5.88594 -1.35697
H23 -0.26110 5.54968 -2.10502
H24 -0.48762 7.02406 -1.14606
Cl1 -2.03009 -0.57989 2.43545
C19 -3.49030 0.02669 3.28593
Cl2 -4.56951 0.95989 2.25842
H25 -3.14209 0.68056 4.07686
H26 -4.03557 -0.84126 3.64559
N3 -2.00169 -5.13519 0.64758
C20 -2.09725 -3.86961 1.10562
N4 -1.82916 -2.98213 0.18428
C21 -1.54802 -3.70894 -0.97298
C22 -1.19671 -3.27380 -2.24665
C23 -0.98021 -4.24084 -3.20827
C24 -1.13253 -5.60325 -2.92238
C25 -1.47781 -6.04690 -1.66196
C26 -1.66777 -5.07523 -0.68826
H27 -2.31636 -5.94478 1.14993
H28 -2.36893 -3.63119 2.11838
H29 -1.11315 -2.21783 -2.46039
H30 -0.69635 -3.93393 -4.20673
H31 -0.99715 -6.32407 -3.71904
H32 -1.62485 -7.09764 -1.44846
Se1 -5.20230 -4.73500 -1.34831
Sb1 -5.42740 -2.70137 0.01199
Se2 -3.77132 -0.95761 -1.01094
Se3 -7.65288 -1.68126 -0.30656
Se4 -5.16784 -3.25691 2.40782

***

- Which value of spin multiplicity does entry 2 give?
  1